DFT (the ωB97M-V functional and the def2-TZVPD basis) results for a molecular structure, C22H30ClPSn.

Each line ends with the Mulliken charge.
CARTESIAN COORDINATES (ANGSTROEM)
C (2.45, -0.14, -5.23)  0.771
C (1.99, 1.21, -5.80)  -1.309
C (3.98, -0.33, -5.23)  -1.303
C (1.68, -1.34, -5.80)  -1.324
Cl (2.01, -0.12, -3.50)  -0.223
H (4.45, -0.38, -6.23)  0.353
H (4.17, -1.26, -4.70)  0.372
H (4.39, 0.53, -4.69)  0.363
H (2.21, 1.37, -6.88)  0.359
H (2.51, 1.98, -5.22)  0.353
H (0.92, 1.27, -5.64)  0.368
H (1.85, -1.55, -6.89)  0.354
H (0.62, -1.13, -5.65)  0.365
H (1.99, -2.21, -5.23)  0.374
C (1.50, 2.53, 1.85)  -0.227
C (2.55, 1.62, 1.75)  -0.639
C (2.88, 1.46, 0.35)  -0.397
H (3.16, 1.22, 2.55)  0.491
C (1.92, 2.32, -0.40)  -0.534
C (1.10, 2.94, 0.56)  -0.838
H (0.37, 3.72, 0.36)  0.514
H (1.09, 2.94, 2.79)  0.565
H (3.76, 0.99, -0.06)  0.705
H (2.01, 2.55, -1.48)  0.639
C (-0.13, -2.44, 1.11)  -0.641
C (1.01, -2.38, 2.00)  -0.312
C (2.20, -2.24, 1.28)  -0.795
H (0.91, -2.46, 3.12)  0.437
C (1.83, -2.26, -0.13)  -0.500
C (0.39, -2.35, -0.23)  -0.885
H (-0.21, -2.50, -1.15)  0.607
H (-1.14, -2.65, 1.43)  1.026
H (3.19, -2.26, 1.69)  0.520
H (2.54, -2.29, -1.00)  0.687
Sn (1.00, 0.03, -0.20)  1.196
C (-2.18, 1.11, 0.80)  -0.712
P (-1.93, -0.25, 2.00)  0.344
C (-0.89, 0.50, 3.32)  -0.807
C (-3.55, -0.24, 2.87)  1.040
C (-4.08, 0.92, 3.43)  -0.372
C (-5.21, 0.83, 4.26)  -0.789
C (-5.79, -0.41, 4.52)  -0.446
C (-5.28, -1.59, 3.92)  -0.632
C (-4.15, -1.49, 3.10)  -0.350
H (-1.22, 1.49, 0.42)  -0.086
H (-2.74, 1.93, 1.26)  0.398
H (-2.76, 0.73, -0.04)  0.368
H (-1.25, 1.51, 3.54)  0.412
H (-0.94, -0.13, 4.21)  0.464
H (0.16, 0.55, 2.99)  0.078
H (-3.61, 1.90, 3.24)  0.188
H (-5.62, 1.71, 4.72)  0.403
H (-6.66, -0.49, 5.20)  0.370
H (-5.75, -2.54, 4.12)  0.426
H (-3.72, -2.42, 2.63)  0.211

Calculated values
E ... -50923.316 eV
LUMO level (spin up / spin down) ... -9.55 / -9.59 eV
Highest occupied orbital energy (spin up / spin down) ... -14.8 / -14.8 eV
HOMO-LUMO gap (spin up / spin down) ... 0.1945 / 0.1932 hartree
2S+1 ... 1
Charge ... +2

DFT (the ωB97M-V functional and the def2-TZVPD basis) results for 3 unconnected molecules or ions with the total composition C38H45Cl2NO7.

Each line ends with the Mulliken charge.
CARTESIAN COORDINATES (ANGSTROEM)
C (2.28, -2.04, 4.99)  -0.935
C (2.74, -0.74, 4.15)  -0.685
C (1.47, -0.19, 3.36)  -0.023
Cl (0.37, 0.34, 4.77)  -0.122
C (0.78, -1.09, 2.28)  0.061
C (1.46, -2.25, 1.45)  2.348
C (2.99, -2.60, 1.62)  -1.044
C (3.88, -1.39, 0.96)  -0.917
C (3.79, -1.34, -0.65)  0.312
C (3.80, 0.22, -1.11)  -0.685
O (3.07, 0.40, -2.37)  -0.396
C (1.86, 1.09, -2.06)  0.157
C (0.83, 0.32, -1.07)  1.202
O (1.52, 2.20, -2.52)  -0.561
C (0.67, -3.09, 0.38)  0.448
C (1.33, -4.30, -0.45)  -1.276
C (1.68, -5.57, 0.51)  -0.632
C (1.04, -5.45, 1.97)  0.493
O (1.84, -5.39, 2.95)  -0.570
O (-0.35, -5.38, 2.25)  -0.505
C (-0.83, -2.81, 0.06)  0.765
C (-1.71, -3.57, -1.02)  -1.430
C (-1.11, -3.14, -2.58)  0.627
C (-1.65, -1.64, -3.12)  -0.783
O (-2.15, -3.09, -3.67)  -0.424
C (-1.49, -1.66, 0.83)  0.127
C (-0.69, -0.82, 1.91)  0.129
C (-1.82, 0.17, 2.32)  -0.537
O (-2.21, 0.82, 3.31)  -0.538
N (-2.81, 0.26, 1.21)  0.365
C (-2.76, 1.41, 0.28)  -0.032
C (-2.29, 2.80, 0.89)  -0.162
C (-0.70, 3.01, 0.96)  -0.202
Cl (-2.97, 4.24, -0.09)  -0.231
C (-2.97, -1.09, 0.68)  -0.552
O (-4.02, -1.56, 0.21)  -0.578
H (1.98, -1.76, 6.06)  0.352
H (1.38, -2.58, 4.53)  0.185
H (3.13, -2.81, 5.03)  0.318
H (3.00, 0.05, 4.95)  0.501
H (3.69, -0.89, 3.54)  0.291
H (1.80, 0.80, 2.85)  0.339
H (3.34, -3.53, 1.03)  0.076
H (3.32, -2.83, 2.70)  0.234
H (4.98, -1.65, 1.22)  0.417
H (3.57, -0.43, 1.49)  0.326
H (4.76, -1.79, -1.08)  0.444
H (2.86, -1.90, -0.96)  -0.400
H (4.89, 0.51, -1.36)  0.380
H (3.45, 0.92, -0.29)  0.245
H (-0.20, 0.73, -1.33)  0.038
H (0.81, -0.81, -1.25)  -0.394
H (1.10, 0.61, 0.00)  -0.371
H (2.35, -3.98, -0.89)  0.099
H (0.68, -4.70, -1.29)  0.365
H (2.81, -5.73, 0.64)  0.363
H (1.23, -6.50, 0.02)  0.397
H (-0.44, -4.55, 2.78)  0.391
H (-2.79, -3.23, -1.09)  0.241
H (-1.57, -4.71, -1.02)  0.408
H (0.01, -3.46, -2.84)  0.264
H (-2.69, -1.34, -3.47)  0.459
H (-1.94, -1.43, -2.00)  0.025
H (-3.83, 1.57, -0.11)  0.346
H (-2.14, 1.21, -0.68)  -0.065
H (-2.74, 2.94, 1.94)  0.403
H (-0.40, 3.73, 0.13)  0.324
H (-0.20, 1.99, 0.91)  -0.472
H (-0.43, 3.48, 1.98)  0.243
C (1.52, 6.47, 0.04)  -0.591
C (1.85, 7.56, 0.85)  -0.357
C (3.06, 7.58, 1.53)  -0.427
C (3.95, 6.52, 1.39)  -0.341
C (3.63, 5.44, 0.59)  -0.520
C (2.41, 5.41, -0.09)  -0.106
H (0.57, 6.45, -0.49)  0.390
H (1.16, 8.39, 0.95)  0.361
H (3.32, 8.42, 2.16)  0.354
H (4.90, 6.54, 1.92)  0.361
H (4.32, 4.61, 0.48)  0.370
H (2.15, 4.56, -0.71)  0.505
C (-6.73, 1.36, -5.52)  -0.374
C (-6.97, -0.01, -5.46)  -0.376
C (-6.36, -0.78, -4.47)  -0.616
C (-5.52, -0.18, -3.54)  -0.175
C (-5.29, 1.19, -3.60)  -0.236
C (-5.88, 1.96, -4.59)  -0.544
H (-7.20, 1.96, -6.29)  0.355
H (-7.63, -0.48, -6.18)  0.352
H (-6.54, -1.85, -4.43)  0.375
H (-5.05, -0.79, -2.77)  0.520
H (-4.63, 1.65, -2.87)  0.359
H (-5.70, 3.02, -4.64)  0.375

Calculated values
E ... -80989.136 eV
LUMO level ... -1.52 eV
Highest occupied orbital energy ... -9.0 eV
HOMO-LUMO gap ... 0.2742 hartree
2S+1 ... 1

DFT (the ωB97M-V functional and the def2-TZVPD basis) results for a molecular structure, C30H32FeNO.

Each line ends with the Mulliken charge.
CARTESIAN COORDINATES (ANGSTROEM)
C (-6.54, 0.99, 2.70)  -0.818
O (-5.84, -0.28, 2.67)  -0.425
C (-4.49, -0.28, 2.77)  0.876
C (-3.85, -1.53, 2.62)  -0.747
C (-2.55, -1.58, 2.18)  -0.195
C (-1.83, -0.39, 1.94)  -0.685
C (-0.55, -0.42, 1.07)  1.824
C (0.54, 0.46, 1.71)  0.570
C (0.62, 0.69, 3.14)  -0.791
C (1.65, 1.67, 3.40)  -1.400
C (2.24, 2.03, 2.13)  -0.813
C (1.56, 1.29, 1.09)  0.356
Fe (2.34, 0.08, 2.42)  -0.592
C (3.67, -0.87, 1.32)  -0.645
C (2.69, -1.79, 1.89)  -0.926
C (2.72, -1.63, 3.34)  -0.946
C (3.72, -0.62, 3.66)  -0.653
C (4.30, -0.15, 2.42)  -0.910
C (-2.39, 0.82, 2.35)  -0.291
C (-3.71, 0.89, 2.80)  -0.841
H (-7.59, 0.70, 2.67)  0.245
H (-6.32, 1.55, 3.63)  0.310
H (-6.27, 1.60, 1.83)  0.323
H (-4.45, -2.44, 2.71)  0.384
H (-2.09, -2.54, 1.94)  0.366
H (-0.16, -1.45, 1.08)  0.428
H (-0.10, 0.28, 3.85)  0.686
H (1.88, 2.10, 4.37)  0.359
H (3.02, 2.78, 1.96)  0.446
H (1.73, 1.40, 0.02)  0.452
H (3.95, -0.82, 0.27)  0.508
H (2.14, -2.55, 1.35)  0.611
H (2.17, -2.24, 4.05)  0.451
H (4.03, -0.33, 4.66)  0.451
H (5.13, 0.54, 2.33)  0.452
H (-1.82, 1.75, 2.28)  0.432
H (-4.15, 1.85, 3.08)  0.270
C (-4.04, -2.91, -1.20)  -0.559
C (-4.36, -1.58, -0.90)  -0.655
C (-3.36, -0.62, -0.78)  -0.266
C (-2.01, -1.01, -0.86)  0.011
C (-0.91, -0.06, -0.36)  1.362
C (0.26, -0.15, -1.28)  -1.650
N (0.68, 0.85, -2.01)  0.214
C (1.97, 0.75, -2.73)  -0.383
C (2.19, 2.15, -3.31)  -0.654
C (0.95, 3.00, -3.00)  -0.648
C (-0.01, 2.15, -2.16)  -0.348
C (-1.68, -2.29, -1.28)  -0.175
C (-2.70, -3.25, -1.45)  -0.758
H (-4.83, -3.67, -1.28)  0.347
H (-5.40, -1.29, -0.74)  0.339
H (-3.60, 0.41, -0.53)  0.336
H (-1.30, 0.97, -0.36)  0.402
H (0.83, -1.08, -1.34)  0.034
H (2.77, 0.46, -2.03)  -0.087
H (1.89, -0.03, -3.50)  0.499
H (3.08, 2.59, -2.85)  0.301
H (2.37, 2.07, -4.38)  0.325
H (1.22, 3.90, -2.45)  0.301
H (0.45, 3.31, -3.92)  0.319
H (-0.99, 2.00, -2.65)  0.441
H (-0.20, 2.62, -1.18)  0.199
H (-0.64, -2.57, -1.43)  0.263
H (-2.43, -4.26, -1.75)  0.366

Calculated values
Energy relative to the best compared isomer or geometry (same formula, charge and spin) ... 231.6 kJ/mol
E ... -69547.958 eV
Expectation value of S² ... 6.10
LUMO level (spin up / spin down) ... 2.60 / 2.59 eV
Highest occupied orbital energy (spin up / spin down) ... -0.9 / -2.8 eV
HOMO-LUMO gap (spin up / spin down) ... 0.1268 / 0.1992 hartree
2S+1 ... 5
Charge ... -1

> What is the E in the third record?

-69547.958 eV

> Look up the 2S+1 of the second one.

1